Below is a structure of composition C24H41CoNP2 in a non-equilibrium geometry, with properties calculated with ωB97M-V with the def2-TZVPD basis set.

CARTESIAN COORDINATES (ANGSTROEM)
Co -3.19210 2.21794 -1.94016
C 0.40061 0.64423 2.08006
C -0.31455 -0.55084 2.38892
C 0.92845 -0.93337 0.48678
C 1.13923 0.41186 0.88695
C 0.07737 -1.54701 1.45119
C 0.37606 1.90574 2.85073
H -0.36222 1.85001 3.65738
H 0.12127 2.75565 2.20307
H 1.35718 2.12387 3.30452
C 1.94803 1.39571 0.13688
H 1.74090 2.41485 0.48234
H 1.69951 1.33397 -0.93356
H 3.02732 1.20670 0.24520
C 1.45002 -1.55111 -0.74975
H 2.50393 -1.84704 -0.63452
H 1.37791 -0.84330 -1.58808
H 0.87326 -2.44585 -1.01486
C -0.34428 -2.96254 1.48925
H 0.31529 -3.53460 2.16198
H -0.28417 -3.42897 0.49931
H -1.36575 -3.06528 1.87529
C -1.34380 -0.73511 3.43502
H -1.09608 -1.57494 4.10167
H -2.32980 -0.95912 2.98979
H -1.45772 0.16831 4.04665
C -3.56072 3.76331 -2.76285
C -3.70262 4.01385 -1.29342
C -5.15333 4.03573 -0.78541
C -5.79539 2.65583 -0.97406
C -4.78523 1.57753 -1.31680
C -4.54740 1.22865 -2.69775
C -5.13403 2.05859 -3.79823
C -4.76221 3.57984 -3.63602
H -5.69864 4.80195 -1.35045
H -6.56799 2.70066 -1.74974
H -5.18632 4.31646 0.27578
H -5.61193 4.18552 -3.28540
H -2.69051 4.22469 -3.24356
H -3.18169 4.93731 -1.00616
H -4.48171 3.94854 -4.63380
H -4.72375 1.70976 -4.75884
H -4.26219 0.20467 -2.96460
H -6.22854 1.95770 -3.86882
H -6.29611 2.35485 -0.05003
H -4.63927 0.82422 -0.53427
P -2.42091 3.08311 -0.00873
C -0.85808 4.00475 -0.15496
C -3.09560 3.47003 1.61152
P -2.21756 -2.67059 -1.43473
C -2.60754 -1.13066 -0.72784
C -3.86309 -3.50655 -1.29766
C -2.20785 -2.22348 -3.24547
H -0.18906 3.41297 -0.79904
H -0.42095 4.11665 0.84401
H -1.03457 4.99015 -0.60182
H -4.11689 3.08950 1.72079
H -3.07486 4.55093 1.79333
H -2.45249 2.96414 2.34581
H -3.18685 -1.82579 -3.55232
H -1.95395 -3.12964 -3.81204
H -1.44663 -1.44987 -3.41246
H -3.56636 -0.65033 -0.97049
H -1.88172 -0.61671 -0.09501
H -3.73662 -4.55471 -1.59683
H -4.61243 -3.01649 -1.93314
H -4.17944 -3.47829 -0.24555
N -0.61989 0.70922 -2.49222
C -1.62314 1.29766 -2.28269

The HOMO-LUMO gap (alpha / beta) is 7.4 / 5.1 eV. For the energy above the lowest of the compared OMol25 structures with the same formula, charge and spin, the calculation gives 0.000 eV. Its net charge is +1. As for the multiplicity: 5.

Below is a structure of composition C24H41F3HfP2 in a non-equilibrium geometry, with properties calculated with ωB97M-V with the def2-TZVPD basis set.

CARTESIAN COORDINATES (ANGSTROEM)
Hf 0.47367 -0.03562 1.15465
C -1.50585 -0.74566 3.41118
C -1.02907 -1.54407 2.30608
C 0.73231 -1.10489 3.80196
C -0.43295 -0.47637 4.28603
C 0.39222 -1.82192 2.58047
C -2.92958 -0.44457 3.69989
H -3.55112 -0.49237 2.79550
H -3.04217 0.55781 4.14377
H -3.34889 -1.16770 4.42472
C -0.52977 0.24262 5.58445
H -1.48644 0.76498 5.68008
H 0.27768 0.98143 5.68555
H -0.44621 -0.45953 6.42661
C 1.97972 -1.28048 4.56862
H 1.76488 -1.76540 5.53037
H 2.45292 -0.31744 4.78802
H 2.69758 -1.89908 4.02827
C 1.14293 -2.99560 2.02828
H 0.89472 -3.91100 2.58895
H 2.23008 -2.84513 2.10370
H 0.89885 -3.18499 0.97206
C -1.89366 -2.46601 1.50458
H -2.08784 -3.38807 2.07894
H -1.42170 -2.75158 0.55718
H -2.86359 -2.01003 1.27838
C -0.59615 2.00600 0.70305
C -1.68670 1.14801 0.90730
C -2.41874 0.44095 -0.20633
C -1.57654 -0.35482 -1.25294
C -0.15322 -0.78466 -0.94706
C 1.09881 -0.07643 -1.52833
C 1.29237 1.39692 -1.04018
C 0.01607 2.23982 -0.66693
H -3.04046 1.18416 -0.74875
H -1.61962 0.21297 -2.21932
H -3.15567 -0.24996 0.23395
H -0.79254 2.13917 -1.43602
H -0.31913 2.72289 1.48862
H -2.25255 1.24510 1.83838
H 0.34270 3.29714 -0.71635
H 1.97998 1.32542 -0.15368
H 1.94284 -0.64930 -1.09390
H 1.90631 1.99762 -1.73017
H -2.13177 -1.29339 -1.46888
H -0.03734 -1.88198 -1.04493
P -0.64512 1.59331 -3.48453
C -0.78028 3.35929 -3.89480
C -1.73768 0.81034 -4.72642
P 1.60346 -0.36543 -3.24304
C 1.01644 1.12990 -4.08337
C 0.91708 -1.80665 -4.04065
C 3.38297 -0.39726 -3.51237
H 0.08380 3.90909 -3.50086
H -1.69626 3.76599 -3.44282
H -0.82685 3.46114 -4.98735
H -1.55091 1.29940 -5.69467
H -2.78333 0.96512 -4.42278
H -1.55324 -0.27186 -4.80975
H 3.56635 -0.08799 -4.55253
H 3.77921 -1.41145 -3.37113
H 3.92528 0.29057 -2.84698
H 1.72134 1.95352 -3.87043
H 0.99490 0.93469 -5.17099
H 1.60920 -2.64710 -3.90613
H 0.82530 -1.59916 -5.11505
H -0.06132 -2.10143 -3.64545
F 1.90868 1.61467 3.45750
C 2.18260 1.21469 2.14122
F 2.58778 2.41546 1.55505
F 3.36327 0.46614 2.24249

The HOMO-LUMO gap is 6.4 eV. For the energy above the lowest of the compared OMol25 structures with the same formula, charge and spin, the calculation gives 1.099 eV. Its net charge is +2.

Below is a structure of composition C24H41F3P2Re in a non-equilibrium geometry, with properties calculated with ωB97M-V with the def2-TZVPD basis set.

CARTESIAN COORDINATES (ANGSTROEM)
Re 1.31009 -0.98036 -1.24734
C -0.89646 -0.74451 0.66870
C -0.38840 -1.67021 -0.38490
C 1.07897 -1.61223 1.48650
C -0.03099 -0.76093 1.75037
C 0.87498 -2.27214 0.20942
C -2.26574 -0.18458 0.70808
H -2.78319 -0.23992 -0.25272
H -2.26981 0.87032 1.01637
H -2.89522 -0.74422 1.41990
C -0.29521 -0.06837 3.04259
H -1.06175 0.70114 2.91191
H 0.60593 0.37137 3.49928
H -0.69569 -0.80014 3.75906
C 2.30003 -1.75317 2.30635
H 2.10478 -2.46821 3.12327
H 2.58918 -0.78625 2.74796
H 3.15116 -2.13783 1.71759
C 1.50547 -3.48844 -0.36795
H 0.99092 -4.40811 -0.03237
H 2.57816 -3.51238 -0.12351
H 1.45314 -3.41372 -1.47429
C -1.46271 -2.46909 -1.07343
H -1.90931 -3.17560 -0.36386
H -1.07050 -3.02210 -1.92502
H -2.24979 -1.79028 -1.40396
C -1.20048 2.95224 -2.08905
C -2.33002 2.23963 -2.30805
C -2.37541 1.07428 -3.30152
C -1.31695 -0.06213 -3.37760
C 0.20992 -0.03513 -2.96541
C 1.23932 0.87541 -3.64992
C 1.13688 2.43127 -3.54143
C -0.10331 3.35965 -3.05066
H -2.43820 1.55025 -4.28185
H -1.25909 -0.43438 -4.42879
H -3.36387 0.57925 -3.32466
H -0.57620 3.77164 -3.95456
H -0.98150 3.13360 -1.02303
H -3.20445 2.30916 -1.62019
H 0.32636 4.26174 -2.55844
H 1.89511 2.72762 -2.80063
H 2.25367 0.60128 -3.27843
H 1.56427 2.80963 -4.48717
H -1.81409 -0.87825 -2.77817
H 0.53792 -1.15460 -3.10468
P -0.57884 1.57833 -5.61244
C -0.48400 3.30958 -6.26932
C -2.03916 0.90095 -6.51592
P 1.60056 -0.22399 -5.16720
C 0.87462 0.78677 -6.50502
C 0.92625 -1.93593 -5.26014
C 3.40977 -0.50092 -5.24285
H 0.37079 3.84138 -5.83181
H -1.41293 3.84020 -5.99358
H -0.36816 3.26833 -7.36189
H -1.98061 1.21090 -7.57401
H -2.94762 1.34794 -6.09731
H -2.10440 -0.19715 -6.40863
H 3.80248 -0.22051 -6.23052
H 3.62646 -1.56478 -5.09217
H 3.88781 0.08584 -4.44702
H 1.50643 1.62827 -6.85199
H 0.56372 0.22806 -7.38192
H 1.66990 -2.59625 -4.76302
H 0.83306 -2.25430 -6.31359
H -0.05820 -2.01270 -4.77144
F 2.35364 1.77398 -1.03991
C 2.12247 0.70372 -0.17328
F 3.33558 0.58542 0.51872
F 1.29325 1.27235 0.78463

The HOMO-LUMO gap (alpha / beta) is 6.2 / 6.1 eV. For the energy above the lowest of the compared OMol25 structures with the same formula, charge and spin, the calculation gives 0.018 eV. Its net charge is +2. As for the multiplicity: 4.

What did we get for M? Answer: 464.48 627.02 634.74 g/mol, in the order shown.
What did we get for E_tot? Answer: -3058.79804 -1968.75578 -1998.77004 Eh, in the order shown.